# 1
This record from the Open Molecules 2025 dataset describes a cluster of 2 separate species, C8H13N3O in total in a non-equilibrium geometry. The level of theory is wB97M-V/def2-TZVPD.

The geometry in ORCA input format:
```
! RIJCOSX wB97M-V def2-TZVPD def2/J DEFGRID3
* xyz 0 1
C 0.07608 -0.21399 -4.05556
C 0.12633 -0.30934 -2.52094
C 0.67243 1.01013 -1.98273
C -1.20585 -0.66040 -1.96881
C -2.33338 -0.83890 -1.57568
C -0.11199 0.23322 2.98896
C 0.69211 -0.78945 3.39819
C 0.13221 -1.24956 4.62176
H -0.37387 -1.10358 -4.50875
H -0.54199 0.66397 -4.33200
H 1.07984 -0.06707 -4.47203
H 0.85862 -1.07114 -2.22676
H -0.10761 1.77265 -2.08120
H 1.51738 1.26927 -2.66248
H 1.75628 0.13009 -0.61051
H 1.70981 1.74532 -0.39418
H -3.33657 -0.92871 -1.16683
H 0.06155 0.67017 1.08385
H 1.53543 -1.19454 2.84906
H 0.42073 -2.09689 5.22754
H -1.75347 1.09772 4.05696
N 1.13016 0.92275 -0.56814
N -0.88493 -0.50154 4.96052
N -1.05111 0.38428 3.97132
O -0.06817 1.12553 1.96843
*
```

SMILES string: C#C[C@@H](C)CN.Oc1ccn[nH]1
Energy relative to the best compared isomer or geometry (same formula, charge and spin) (kcal per mole): 68.4
Frontier orbital gap (eV): 9.141

=====

# 2
This record from the Open Molecules 2025 dataset describes the molecule C8H13N3O4 in a non-equilibrium geometry. The level of theory is wB97M-V/def2-TZVPD.

The geometry in ORCA input format:
```
! RIJCOSX wB97M-V def2-TZVPD def2/J DEFGRID3
* xyz 0 1
O 1.51769 1.04059 0.67538
O 1.54710 -0.21870 -4.05700
N -1.96887 -1.10725 1.92064
O 1.95177 3.04648 -0.40232
O 3.24533 0.69686 -2.78382
C 1.31719 1.79892 -0.26124
C 1.95105 0.63675 -3.27482
C -1.37500 -1.88370 2.77647
C 0.48202 1.33453 -1.35575
C -0.69970 0.66959 -1.17352
N -0.28853 -2.59736 2.50246
N -1.81505 -1.98706 4.01141
C 0.92914 1.66981 -2.76170
C -1.55759 -0.95715 0.51633
C -1.42502 0.49812 0.16766
H 2.50850 3.17144 0.36185
H 3.71003 -0.05975 -3.15610
H -1.18857 0.32859 -2.07293
H 0.13403 -2.37979 1.61446
H 0.32389 -2.83253 3.28076
H -1.88046 -2.91410 4.39401
H -2.60624 -1.34500 4.11469
H 1.34869 2.68539 -2.79541
H 0.13666 1.65774 -3.49640
H -0.62248 -1.42866 0.30217
H -2.30164 -1.42160 -0.14133
H -0.93981 1.00471 1.02525
H -2.43412 0.89313 0.06877
*
```

SMILES string: NC(N)=NCC/C=C(/CC(=O)O)C(=O)O
Energy relative to the best compared isomer or geometry (same formula, charge and spin) (kcal per mole): 8.0
Frontier orbital gap (eV): 8.856

=====

# 3
This record from the Open Molecules 2025 dataset describes the molecule C8H13N3O6 in a non-equilibrium geometry. The level of theory is wB97M-V/def2-TZVPD.

The geometry in ORCA input format:
```
! RIJCOSX wB97M-V def2-TZVPD def2/J DEFGRID3
* xyz 0 1
C 0.02933 -0.85256 -1.93071
C 0.86413 -1.63524 -0.87082
C -1.46562 -1.21827 -1.87147
C -2.06996 -0.92528 -0.42783
C 0.86598 0.47329 0.49308
C 2.03588 1.52625 0.25899
C 0.47650 0.58578 1.98530
C -0.93086 1.14304 1.94229
H 0.71617 -2.07936 -3.47794
H 1.40676 -0.69961 -3.41033
H 0.39159 0.13785 -1.51266
H -2.01837 -0.48981 -2.49182
H -1.84775 -2.22821 -2.19359
H -2.29242 -1.62587 1.44725
H -1.15772 -2.54628 0.58173
H 1.82118 -1.31213 0.90141
H 0.17244 0.98420 -0.20586
H 0.14943 -0.41744 2.15720
H 1.24507 0.95048 2.66675
H -1.96097 2.21828 0.95417
H 0.56656 2.73199 0.21296
N 0.51386 -1.08133 -3.26627
N -1.80056 -1.79626 0.60802
N 1.24503 -0.86349 0.20437
O 1.30262 -2.79764 -0.98187
O -2.63897 0.11992 -0.15317
O 3.23008 1.25920 0.26555
O -1.81708 0.84974 2.65947
O -1.04668 2.31987 1.23461
O 1.50346 2.74659 -0.01523
*
```

SMILES string: NC(=O)C[C@H](N)C(=O)N[C@@H](CC(=O)O)C(=O)O
Energy relative to the best compared isomer or geometry (same formula, charge and spin) (kcal per mole): 58.3
Frontier orbital gap (eV): 10.281

=====

# 4
This record from the Open Molecules 2025 dataset describes the ion C8H13N4 with charge +1 in a non-equilibrium geometry. The level of theory is wB97M-V/def2-TZVPD.

The geometry in ORCA input format:
```
! RIJCOSX wB97M-V def2-TZVPD def2/J DEFGRID3
* xyz 1 1
C -1.72011 0.99681 -0.14049
C -0.41001 1.22718 -0.07304
C -2.14273 -0.39378 0.00216
C 0.48894 0.17808 -0.04654
C 3.99391 -0.29615 0.09287
C 0.01297 2.67991 -0.18701
C -3.59520 -0.69464 0.07525
C 0.66587 -2.35107 0.27758
N -1.29615 -1.34138 0.05900
N 2.76190 -0.47113 0.31173
N 0.00145 -1.02855 0.11953
N 1.87838 0.37174 -0.08166
H -2.48828 1.75267 -0.18380
H 4.60225 -1.12460 0.44214
H 4.54996 0.36642 -0.45101
H 0.92590 2.98748 0.27741
H -0.83688 3.18227 0.24428
H 0.08103 2.87261 -1.22407
H -3.80120 -1.66400 0.54820
H -3.98164 -0.71282 -0.96179
H -4.12417 0.23187 0.59877
H 1.13758 -2.56018 -0.66484
H 1.36378 -2.50016 1.08008
H -0.14908 -2.89895 0.50970
H 2.08155 1.19038 -0.62449
*
```

SMILES string: C=N/[NH+]=c1/c(C)cc(C)nn1C
Energy relative to the best compared isomer or geometry (same formula, charge and spin) (kcal per mole): 79.0
Frontier orbital gap (eV): 8.690

=====

# 5
This record from the Open Molecules 2025 dataset describes the ion C8H13N4 with charge +1 in a non-equilibrium geometry. The level of theory is wB97M-V/def2-TZVPD.

The geometry in ORCA input format:
```
! RIJCOSX wB97M-V def2-TZVPD def2/J DEFGRID3
* xyz 1 1
C -2.93775 1.76555 0.12257
C -1.17138 0.51318 0.38509
C -2.32666 -0.36798 0.34855
C -1.41464 -2.12322 -0.79081
C -0.20472 -2.31064 -0.22997
C 0.21864 0.15134 0.45718
C 0.89106 -0.25004 1.75672
C 1.61493 0.70872 -1.43000
N -1.55007 1.80407 0.15140
N -2.46698 -1.50106 -0.25670
N -3.39722 0.51618 0.31189
N 0.91722 1.29395 -0.26687
H -3.60929 2.48769 -0.06374
H -1.64961 -2.48235 -1.74115
H -0.14949 -2.20460 0.79910
H 0.46259 -2.86112 -0.85762
H 1.84962 -0.72632 1.73752
H 0.25842 -0.81195 2.51225
H 0.97837 0.82935 2.26200
H 0.79728 0.29465 -2.11262
H 2.47168 1.28513 -1.77330
H 2.22378 -0.19989 -1.15412
H -4.40752 0.45414 0.31160
H 0.15790 1.86087 -0.61268
H 1.59649 1.72826 0.29001
*
```

SMILES string: C=C/N=C1/NC=N/C1=C(/C)[NH2+]C
Energy relative to the best compared isomer or geometry (same formula, charge and spin) (kcal per mole): 103.3
Frontier orbital gap (eV): 7.656

=====

# 6
This record from the Open Molecules 2025 dataset describes the molecule C8H13N5O3 in a non-equilibrium geometry. The level of theory is wB97M-V/def2-TZVPD.

The geometry in ORCA input format:
```
! RIJCOSX wB97M-V def2-TZVPD def2/J DEFGRID3
* xyz 0 1
C -3.43894 -2.46045 0.52691
H -4.52937 -2.45632 0.57848
H -3.03811 -2.37388 1.53842
H -3.07883 -3.36761 0.04952
O -2.98105 -1.38044 -0.27871
C -3.36526 -0.16444 0.08780
O -4.08542 0.07978 1.01424
C -2.74049 0.89430 -0.82994
N -1.36811 1.08081 -0.47168
N -0.93307 2.10148 0.21161
N 0.33057 1.94206 0.39309
C 0.65477 0.76739 -0.20514
N -0.41539 0.20114 -0.76686
N 1.88423 0.23117 -0.17614
C 3.02256 1.00526 0.26322
H 2.67052 1.80598 0.91278
C 3.97752 0.06709 1.00584
H 4.90720 0.58034 1.25492
O 4.33853 -1.03463 0.20239
C 3.20619 -1.78299 -0.17649
H 3.57610 -2.61080 -0.78327
C 2.21569 -0.92742 -0.97205
H 1.30108 -1.48022 -1.18473
H 2.68274 -0.61714 -1.91796
H 2.70531 -2.18091 0.71942
H 3.49595 -0.28736 1.92976
H 3.54164 1.43912 -0.60355
H -3.25370 1.84621 -0.68740
H -2.79478 0.55145 -1.86570
*
```

SMILES string: COC(=O)Cn1nnc(N2CCOCC2)n1
Energy relative to the best compared isomer or geometry (same formula, charge and spin) (kcal per mole): 0.0
Frontier orbital gap (eV): 9.099

=====

Short version: E_HOMO = -8.479, -8.295, -9.828, -12.981, -12.030, -8.386 eV, in the order given.